[1]
Molecular formula: C19H27BNO4
Method: DFT, ωB97M-V/def2-TZVPD

CARTESIAN COORDINATES (ANGSTROEM)
C  0.0072  3.0428  -0.0496
O  -0.3451  1.5995  0.0435
C  -0.5509  0.8436  1.1414
C  0.6288  0.9784  2.0463
C  0.7155  2.0940  2.9992
C  1.9326  2.3702  3.6134
C  3.0923  1.6575  3.3229
C  4.2818  1.8795  4.1820
C  3.0667  0.7775  2.2339
C  1.9241  0.5098  1.5373
H  -0.0228  3.2349  -1.1350
H  -0.6861  3.7207  0.5066
H  1.0283  3.1839  0.3369
H  -1.5615  0.3735  1.0035
H  -0.1962  2.6078  3.2927
H  2.0055  3.1427  4.3659
H  5.0773  1.1860  3.9233
H  4.6400  2.8972  4.0319
H  3.9884  1.7615  5.2275
H  3.9838  0.2588  1.9635
H  1.9084  -0.1426  0.6675
C  -0.7740  -3.6434  2.1568
C  -0.8121  -2.2333  2.4797
C  -1.5980  -1.5839  3.3974
C  -1.2983  -0.2263  3.3395
C  -0.2899  -0.1017  2.3228
B  -1.6079  -0.0201  -2.5062
O  -1.5084  -0.4022  -1.2772
C  1.0344  -1.0200  -3.0817
C  -0.0854  -1.8847  -3.5128
N  -1.3192  -1.0602  -3.7093
C  -2.5008  -1.9360  -3.5979
C  -1.2433  -0.2287  -4.9731
C  -2.0784  0.9944  -4.6168
O  -2.0404  1.1468  -3.1866
O  0.0367  -1.3745  1.8507
H  -1.5366  -4.1410  2.7711
H  -0.9740  -3.8273  1.0948
H  0.2012  -4.0926  2.3837
H  -2.3252  -2.0665  4.0457
H  -1.7486  0.6289  3.8306
H  0.9658  0.0793  -3.1267
H  1.8441  -1.5294  -2.5368
H  0.0751  -2.4948  -4.4440
H  -0.3144  -2.5756  -2.6719
H  -2.5590  -2.6466  -4.4288
H  -2.3852  -2.4814  -2.6468
H  -3.4299  -1.3568  -3.5625
H  -0.1965  0.0565  -5.1843
H  -1.6895  -0.7533  -5.8243
H  -1.6493  1.8997  -5.0470
H  -3.1110  0.8975  -4.9924

Forces on the atoms, in the same order (eV/Å):
C 0.4 -1.0 0.8
O 0.5 0.3 -2.3
C -4.2 3.9 -4.4
C 3.1 3.3 2.8
C 1.2 -0.6 0.5
C -1.5 0.3 -0.4
C -0.3 -0.3 -0.2
C 0.1 -0.2 -0.3
C 0.4 0.0 -0.2
C -1.0 0.0 -0.2
H -0.1 -0.1 0.7
H 0.3 -0.9 -0.4
H -0.2 0.1 -0.1
H 0.4 1.4 0.0
H 0.2 -0.1 0.0
H -0.2 0.1 0.1
H 0.1 0.0 0.2
H 0.1 0.1 0.1
H 0.2 0.0 0.0
H -0.1 0.2 -0.1
H 0.1 0.0 0.3
C 0.1 -1.2 -0.2
C 0.3 0.9 0.0
C -0.3 -0.1 0.1
C 1.6 0.6 -1.5
C -0.6 -5.9 3.6
B 0.0 0.4 1.5
O -0.2 0.2 -1.6
C 0.1 -0.1 0.6
C -0.3 0.2 0.3
N 0.6 -0.2 -0.9
C -0.5 -0.7 -0.1
C -0.4 -0.2 0.5
C -0.1 0.6 0.6
O 0.2 -0.7 -0.3
O -0.8 -0.6 1.4
H 0.3 0.0 -0.3
H -0.1 0.0 0.2
H -0.1 0.1 0.0
H 0.2 0.1 -0.2
H 0.1 -0.4 0.1
H 0.3 -0.8 0.0
H -0.3 0.6 -0.5
H 0.1 0.4 0.7
H 0.2 0.2 -0.5
H 0.1 0.1 0.0
H -0.3 0.3 -0.4
H 0.3 0.0 0.0
H -0.5 -0.4 0.3
H 0.4 -0.1 0.1
H -0.1 -0.1 -0.1
H 0.2 0.0 0.4

Values from the calculation:
**Energy relative to the best compared isomer or geometry (same formula, charge and spin)**: 157.5 kcal per mole
**HOMO**: -8.28 eV
**Net charge**: +1
**Lowest unoccupied orbital energy**: -5.540 eV



[2]
Molecular formula: C39H65GaNO14S2
Method: DFT, ωB97M-V/def2-TZVPD

CARTESIAN COORDINATES (ANGSTROEM)
C  -3.9641  0.2343  7.3312
C  -3.8150  -1.4107  7.0720
O  -2.8514  -1.7400  6.0076
C  -3.4059  -1.5112  4.6644
C  -4.2339  -2.8117  4.0942
Ga  -2.9720  -4.2201  3.1601
C  -2.1418  -3.1715  1.5293
C  -0.7735  -2.3572  1.9184
C  -0.5484  -0.9657  1.0204
S  -1.2560  -1.1483  -0.7016
C  -0.5579  0.0922  -1.9107
S  0.2046  -0.5720  -3.3207
N  -0.5461  1.5910  -1.8026
C  0.6502  2.1459  -1.0748
C  0.8859  2.2146  0.5452
C  2.2678  2.9197  1.1682
C  3.4507  3.5664  0.1816
C  3.2458  3.4590  -1.4412
C  1.8698  2.7617  -2.0398
C  -1.8572  2.1945  -1.3790
C  -3.3559  1.4980  -1.5776
C  -4.7707  2.2056  -1.0961
C  -4.7837  3.7194  -0.4088
C  -3.3294  4.4594  -0.2419
C  -1.8989  3.7175  -0.6881
C  -4.2898  -5.7049  2.4492
C  -3.6621  -6.5795  1.2115
C  -2.4836  -7.5440  1.8616
O  -4.7167  -7.4099  0.5436
H  -2.9299  0.7601  7.1325
H  -4.4120  0.4639  8.4042
H  -4.7246  0.6125  6.5035
H  -3.3585  -1.8559  8.0790
H  -4.8699  -1.9118  6.9514
H  -4.1845  -0.6082  4.6781
H  -2.5248  -1.1629  3.9767
H  -4.9211  -2.3985  3.2100
H  -4.9660  -3.3046  4.8683
H  -1.8624  -4.8146  4.1478
H  -1.8615  -4.0263  0.7488
H  -3.0273  -2.4897  1.1426
H  -0.8032  -2.1596  3.0712
H  0.1527  -3.0878  1.7385
H  0.6043  -0.7634  1.0061
H  -1.1645  -0.1316  1.6118
H  0.0577  1.7996  1.2866
H  2.4003  2.9869  2.3527
H  4.4055  4.0899  0.6329
H  4.0644  3.8755  -2.1943
H  1.7942  2.7343  -3.2310
H  -3.4050  0.4164  -2.0676
H  -5.8164  1.6705  -1.2350
H  -5.7498  4.2797  -0.0503
H  -3.2862  5.5597  0.2110
H  -0.9307  4.3721  -0.5050
H  -4.7183  -6.3760  3.3160
H  -5.2284  -5.1217  2.0046
H  -3.2432  -5.8513  0.3878
H  -1.4298  -7.0556  1.5915
H  -2.6501  -7.5275  3.0278
H  -2.6190  -8.6221  1.4089
H  -5.4488  -6.7992  0.1839
C  4.1726  -2.2845  -3.5258
C  3.3214  -1.9442  -4.7374
O  4.1306  -1.4539  -5.8134
C  4.8238  -2.3929  -6.5022
O  4.8080  -3.5971  -6.2919
O  5.5578  -1.7631  -7.4521
C  6.4197  -2.6310  -8.1842
H  4.7893  -1.4279  -3.2359
H  3.5436  -2.5738  -2.6793
H  4.8579  -3.1100  -3.7407
H  2.6229  -1.1429  -4.4738
H  2.7195  -2.8004  -5.0638
H  5.8671  -3.4731  -8.6126
H  7.2245  -2.9874  -7.5340
H  6.8636  -2.0585  -9.0030
C  -0.0363  10.1655  -2.8684
C  -0.8335  9.9306  -1.5967
O  -0.7605  8.5587  -1.1897
C  0.3969  8.1839  -0.5925
O  1.3575  8.9061  -0.3687
O  0.3148  6.8614  -0.3061
C  1.5149  6.3129  0.2333
H  -0.3529  9.4730  -3.6548
H  -0.1666  11.1917  -3.2234
H  1.0319  9.9931  -2.7055
H  -1.8894  10.1502  -1.7872
H  -0.5089  10.5933  -0.7860
H  1.8562  6.8804  1.1048
H  2.2896  6.2876  -0.5392
H  1.3080  5.2872  0.5501
C  -0.9382  -6.4763  11.6619
C  -0.1026  -6.3456  10.3997
O  -0.9028  -6.5527  9.2293
C  -1.6976  -5.5154  8.8700
O  -1.7785  -4.4389  9.4437
O  -2.4065  -5.8865  7.7757
C  -3.3645  -4.9187  7.3541
H  -1.4684  -7.4338  11.6751
H  -0.3079  -6.4054  12.5528
H  -1.6990  -5.6919  11.7178
H  0.6710  -7.1208  10.3975
H  0.4117  -5.3787  10.3518
H  -2.9017  -3.9381  7.2052
H  -4.1745  -4.8566  8.0874
H  -3.7851  -5.2491  6.4006
C  4.2582  1.9790  -7.3523
C  3.4790  3.0121  -8.1484
O  4.3631  3.9130  -8.8265
C  4.9549  3.4255  -9.9439
O  4.7924  2.3093  -10.4154
O  5.7781  4.3829  -10.4373
C  6.5467  3.9594  -11.5606
H  4.9655  2.4683  -6.6751
H  3.5816  1.3498  -6.7672
H  4.8454  1.3308  -8.0097
H  2.8747  3.6152  -7.4625
H  2.7872  2.5413  -8.8566
H  5.9077  3.5500  -12.3493
H  7.2899  3.2215  -11.2431
H  7.0725  4.8303  -11.9612

Forces on the atoms, in the same order (eV/Å):
C -0.6 -0.6 -1.2
C 0.6 0.4 1.7
O -2.1 0.9 0.3
C -1.8 0.3 -0.5
C -0.3 1.0 -0.5
Ga -0.9 0.3 -0.2
C 0.5 -0.4 -0.7
C -0.3 -1.1 -0.9
C 0.2 0.6 2.5
S 0.8 0.6 -0.4
C 2.0 -0.8 -1.4
S -1.9 1.5 2.9
N -1.3 0.0 2.6
C 4.4 2.0 1.1
C 2.5 1.5 -2.2
C -0.3 0.0 -3.7
C -3.7 -2.1 -1.7
C -3.0 -1.6 2.7
C 0.8 0.5 3.0
C -4.0 3.0 1.9
C 0.0 2.4 1.2
C 3.3 2.5 0.6
C 4.5 -1.9 -1.4
C -0.3 -3.6 -1.5
C -3.2 -1.1 -0.4
C -1.0 -0.2 -1.4
C -0.4 0.8 1.3
C -0.7 0.7 -0.7
O -0.2 1.4 -0.2
H -2.1 -1.1 0.6
H 1.1 -0.5 -2.3
H 1.6 -0.5 1.9
H -0.8 0.8 -2.3
H 2.0 1.0 -0.2
H 1.8 -1.5 0.2
H -1.6 -0.9 1.3
H 1.3 -0.8 1.8
H 1.4 1.3 -1.1
H 0.1 0.0 0.0
H -0.7 2.1 1.2
H 2.0 -1.2 0.5
H 0.3 0.3 -2.3
H -2.0 1.7 0.3
H -2.3 0.0 -0.2
H 1.5 -1.5 -1.4
H 2.0 1.0 -1.8
H -0.4 -0.2 -3.0
H -2.2 -1.3 -1.0
H -2.0 -1.0 1.8
H -0.1 -0.1 3.0
H 0.1 2.7 1.2
H 2.7 1.0 0.2
H 2.1 -1.4 -0.9
H 0.0 -2.7 -1.1
H -2.2 -1.7 -0.6
H 0.9 0.9 -1.8
H 1.7 -1.1 0.8
H -0.6 -1.4 1.7
H -2.3 -1.3 0.7
H 0.5 -0.2 -2.4
H 0.5 2.1 1.0
H 2.0 -1.2 1.1
C 0.3 -0.1 0.0
C -0.4 -0.3 0.7
O 0.6 -0.6 -1.0
C -0.1 -0.5 0.5
O 0.0 1.8 -0.4
O -0.6 -0.3 0.6
C 0.3 -0.3 -0.3
H -0.2 0.0 0.0
H 0.0 0.1 -0.1
H -0.2 0.0 0.0
H 0.3 0.0 -0.3
H 0.3 0.1 0.0
H 0.1 0.1 0.2
H -0.2 -0.1 -0.1
H -0.2 0.1 0.3
C 0.3 -0.2 -0.1
C 0.1 0.6 -0.3
O 0.6 -0.4 0.6
C 0.4 0.2 -0.1
O -1.4 -1.0 -0.3
O -0.2 1.3 -0.2
C 0.4 -0.3 0.3
H -0.1 0.1 0.1
H 0.0 -0.1 0.1
H -0.2 0.1 0.1
H 0.1 -0.4 0.1
H 0.1 -0.3 -0.1
H 0.0 0.0 -0.2
H -0.1 0.1 0.2
H -0.2 0.3 -0.2
C -0.3 0.1 0.0
C 0.2 0.1 0.5
O -0.3 0.6 -0.3
C -0.5 0.5 -0.2
O 0.2 -1.5 -0.7
O 1.0 0.1 1.3
C -0.5 0.5 -0.4
H 0.2 0.0 0.0
H 0.0 0.0 -0.1
H 0.2 0.0 -0.1
H -0.3 0.0 -0.3
H -0.3 -0.1 -0.1
H -0.1 -0.3 0.0
H 0.2 0.1 0.0
H 0.3 -0.1 0.2
C 0.2 -0.1 -0.1
C -0.3 -0.6 0.5
O 0.5 0.0 -1.1
C -0.2 -0.7 0.2
O 0.2 1.7 0.6
O -0.6 -0.5 0.4
C 0.3 -0.1 -0.4
H -0.2 0.0 0.0
H 0.1 0.1 -0.1
H -0.2 0.0 0.1
H 0.3 0.2 -0.3
H 0.3 0.1 0.0
H 0.1 -0.1 0.2
H -0.2 0.0 -0.1
H -0.2 0.0 0.3

Values from the calculation:
**Energy relative to the best compared isomer or geometry (same formula, charge and spin)**: 488.3 kcal per mole
**HOMO**: -5.00 eV
**Net charge**: -1
**Lowest unoccupied orbital energy**: 0.599 eV



[3]
Molecular formula: C47H38CoN4OP2S2Te
Method: DFT, ωB97M-V/def2-TZVPD

CARTESIAN COORDINATES (ANGSTROEM)
Co  -0.2239  1.3698  1.0070
C  -2.5436  2.1581  4.7369
C  -2.1945  2.0590  3.2732
N  -1.4395  1.0965  2.8424
N  -1.0304  0.1651  3.7388
C  -0.6883  -1.0304  3.1739
S  0.7118  -0.8851  1.7890
S  -0.0755  -2.1414  4.4924
C  0.8876  -0.9833  5.5105
C  2.1730  -0.5199  4.8748
C  3.3114  -1.3217  4.9390
C  4.4996  -0.9160  4.3506
C  4.5617  0.3000  3.6801
C  3.4322  1.1037  3.5997
C  2.2450  0.6966  4.1998
C  -2.8523  2.9983  2.3414
C  -3.7390  3.9513  2.8571
C  -4.5469  4.7419  2.0561
C  -4.4897  4.5822  0.6771
C  -3.5976  3.6806  0.1295
C  -2.7346  2.9074  0.9270
O  -1.8574  2.1456  0.3249
H  -2.1254  1.3075  5.2634
H  -3.6254  2.1728  4.8905
H  -2.1294  3.0793  5.1590
H  1.0933  -1.5739  6.4051
H  0.2325  -0.1514  5.7541
H  3.2579  -2.2760  5.4525
H  5.3790  -1.5465  4.4157
H  5.4902  0.6197  3.2197
H  3.4565  2.0451  3.0638
H  1.3634  1.3231  4.1334
H  -3.8014  4.0762  3.9299
H  -5.2170  5.4688  2.4987
H  -5.1283  5.1744  0.0306
H  -3.5117  3.5571  -0.9447
Te  -0.2386  0.0655  -4.2966
C  0.5445  -1.8656  -4.7206
C  1.8911  -2.0317  -5.0173
C  2.3786  -3.3152  -5.2224
N  1.6239  -4.4124  -5.1566
C  0.3280  -4.2386  -4.8946
C  -0.2569  -2.9982  -4.6775
C  -0.2191  -0.1592  -2.1828
P  0.8305  0.9177  -1.1167
C  2.4134  0.0229  -0.9779
C  3.3469  0.5156  -0.0647
C  4.5678  -0.1225  0.0915
C  4.8619  -1.2593  -0.6523
C  3.9310  -1.7597  -1.5520
C  2.7085  -1.1192  -1.7134
C  1.2539  2.3287  -2.1874
C  2.3555  2.3550  -3.0373
C  2.4873  3.3722  -3.9722
C  1.5153  4.3590  -4.0722
C  0.4272  4.3514  -3.2090
C  0.2990  3.3431  -2.2645
P  -1.8099  -0.3363  -1.4266
C  -1.4536  -1.1429  0.1767
C  -2.3061  -1.1266  1.2047
C  -1.8695  -1.8651  2.4458
C  -1.3250  -3.2196  2.0603
C  -0.4462  -3.2182  1.0696
C  -0.1606  -1.8676  0.4647
C  -2.7248  -1.6651  -2.3111
C  -3.6982  -1.2855  -3.2333
C  -4.4551  -2.2425  -3.8977
C  -4.2502  -3.5901  -3.6343
C  -3.2907  -3.9763  -2.7059
C  -2.5331  -3.0195  -2.0461
H  2.5568  -1.1792  -5.0756
H  3.4296  -3.4729  -5.4419
H  -0.2750  -5.1401  -4.8563
H  -1.3173  -2.9225  -4.4756
H  3.1040  1.3904  0.5327
H  5.2845  0.2592  0.8072
H  5.8121  -1.7631  -0.5214
H  4.1522  -2.6500  -2.1293
H  1.9808  -1.5129  -2.4122
H  3.1147  1.5852  -2.9665
H  3.3443  3.3834  -4.6339
H  1.6070  5.1354  -4.8226
H  -0.3195  5.1333  -3.2687
H  -0.5410  3.3335  -1.5734
H  -3.2423  -0.5813  1.1916
H  -2.6561  -1.9304  3.1916
H  -1.6077  -4.1032  2.6179
H  0.0924  -4.0924  0.7224
H  0.5065  -1.9225  -0.3903
H  -3.8620  -0.2319  -3.4252
H  -5.2075  -1.9372  -4.6143
H  -4.8449  -4.3388  -4.1431
H  -3.1287  -5.0276  -2.4995
H  -1.7921  -3.3263  -1.3174
N  1.6174  3.7894  1.8415
C  0.9222  2.8937  1.5990

Forces on the atoms, in the same order (eV/Å):
Co -0.6 -0.3 0.4
C 0.0 0.0 0.0
C -0.1 -0.1 0.0
N 0.0 0.1 -0.2
N 0.2 -0.1 0.2
C -0.2 0.0 0.1
S -0.2 0.2 -0.2
S 0.1 0.0 0.0
C 0.0 -0.1 -0.2
C 0.0 0.0 0.0
C 0.0 0.0 0.0
C 0.0 0.0 0.0
C 0.0 0.0 0.0
C 0.0 -0.1 0.0
C 0.0 0.0 0.1
C 0.0 0.0 0.0
C 0.0 0.0 0.0
C 0.0 0.0 0.0
C 0.1 0.0 0.0
C 0.0 0.1 0.0
C 0.1 0.1 0.1
O 0.1 -0.2 -0.4
H 0.0 0.0 0.0
H 0.0 0.0 0.0
H 0.0 0.0 0.0
H 0.0 0.1 0.1
H 0.0 0.0 0.0
H 0.0 0.0 0.0
H 0.0 0.0 0.0
H 0.0 0.0 0.0
H 0.0 0.0 0.0
H 0.0 0.0 0.0
H 0.0 0.0 0.0
H 0.0 0.0 0.0
H 0.0 0.0 0.0
H 0.0 0.0 0.0
Te 0.2 -0.1 0.2
C -0.1 0.0 0.0
C 0.0 0.0 0.0
C -0.1 -0.1 0.0
N 0.0 0.1 0.0
C 0.1 0.0 0.0
C 0.0 0.0 0.0
C -0.4 0.7 0.0
P 0.2 -0.4 -0.6
C 0.0 0.1 0.0
C 0.0 0.0 0.0
C 0.0 0.0 0.0
C 0.0 0.0 0.0
C 0.0 0.0 0.0
C 0.1 0.0 0.0
C -0.3 0.0 -0.1
C 0.1 0.1 0.1
C 0.0 0.0 0.0
C 0.0 0.0 0.0
C 0.0 0.0 0.0
C -0.1 0.0 0.1
P 0.3 -0.7 0.1
C -0.1 0.2 -0.1
C 0.1 0.1 0.2
C 0.2 0.0 -0.2
C -0.1 0.1 0.1
C 0.0 0.0 -0.1
C 0.2 -0.1 0.2
C 0.0 0.1 -0.1
C 0.0 -0.1 0.0
C 0.1 0.0 0.0
C 0.0 0.0 0.0
C 0.0 0.0 0.0
C 0.0 0.0 0.0
H 0.0 0.0 0.0
H 0.0 0.0 0.0
H 0.0 0.0 0.0
H 0.0 0.0 0.0
H 0.0 0.0 0.0
H 0.0 0.0 0.0
H 0.0 0.0 0.0
H 0.0 0.0 0.0
H 0.0 0.0 0.0
H 0.0 0.0 0.0
H 0.0 0.0 0.0
H 0.0 0.0 0.0
H 0.0 0.0 0.0
H 0.0 0.0 -0.1
H 0.1 0.0 0.0
H -0.1 0.1 0.0
H 0.0 0.0 0.0
H 0.0 0.0 0.0
H 0.0 0.0 0.0
H 0.0 0.0 0.0
H 0.0 0.0 0.0
H 0.0 0.0 0.0
H 0.0 0.0 0.0
H 0.0 0.0 0.0
N 0.0 -0.1 0.0
C 0.4 0.3 0.2

Values from the calculation:
**Energy relative to the best compared isomer or geometry (same formula, charge and spin)**: 0.0 kcal per mole
**HOMO (alpha / beta)**: -3.76 / -3.80 eV
**Net charge**: -1
**<S²>**: 6.0219
**Lowest unoccupied orbital energy (alpha / beta)**: 1.866 / 0.699 eV
**Multiplicity**: 5



Question: Look up the energy relative to the best compared isomer or geometry (same formula, charge and spin) of the second one.
Answer: 488.3 kcal per mole



Question: Look up the net charge of the first one.
Answer: +1